Model w:
Entry from the OMol25 dataset: one molecule with the formula C3H6O (ωB97M-V/def2-TZVPD).

Results
E_LUMO in eV: 1.11
Gap between HOMO and LUMO in Eh: 0.363
SMILES string: C=COC

Geometry as XYZ:
```
10
Properties=species:S:1:pos:R:3:nbo_charge:R:1
C -1.654 -0.050 -0.001 -0.243
C 0.691 0.184 -0.005 0.147
C 1.951 -0.233 -0.004 -0.513
H -2.184 -0.328 0.917 0.184
H -1.620 1.032 -0.057 0.173
H -2.195 -0.442 -0.873 0.187
H 0.421 1.225 -0.013 0.159
H 2.748 0.523 0.036 0.209
H 2.221 -1.266 -0.008 0.209
O -0.378 -0.645 0.008 -0.511
```


Model x:
Entry from the OMol25 dataset: a 2-piece molecular cluster, C3H6O overall (ωB97M-V/def2-TZVPD).

Results
E_LUMO in eV: 0.37
Gap between HOMO and LUMO in Eh: 0.336

Geometry as XYZ:
```
10
Properties=species:S:1:pos:R:3:nbo_charge:R:1
O -1.137 -0.271 0.093 -0.647
C -0.303 0.830 0.087 0.154
C 0.009 -1.107 -1.521 -0.284
C 0.683 1.025 0.948 -0.528
H -1.060 -0.716 0.953 0.492
H -0.532 1.462 -0.760 0.212
H 0.784 -1.453 -0.800 0.089
H -0.686 -1.968 -1.575 0.094
H 1.349 1.867 0.815 0.223
H 0.893 0.331 1.760 0.196
```


Which of them is most stable? Easy: model w.


Model w:
Entry from the OMol25 dataset: an isolated ion of composition C8H18N4 and charge +2 (ωB97M-V/def2-TZVPD).

Results
E_LUMO in eV: -6.89
Gap between HOMO and LUMO in Eh: 0.349
SMILES string: C=C1C[NH2+]CCN1/C(C)=[N+](\C)N
Total charge: +2

Geometry as XYZ:
```
30
Properties=species:S:1:pos:R:3:nbo_charge:R:1
C -0.398 2.845 -0.409 -0.349
C 0.004 1.485 -0.355 0.140
C 0.546 0.990 -1.770 -0.233
C -1.757 -0.072 -0.382 -0.216
C -1.453 -0.492 -1.793 -0.283
C 0.240 -0.911 0.936 0.550
C -0.224 -2.349 0.695 -0.692
C 1.539 0.716 2.060 -0.449
N -0.398 0.205 0.344 -0.471
N 1.175 -0.588 1.793 -0.137
N -0.702 0.503 -2.544 -0.522
N 2.018 -1.619 2.180 -0.637
H -0.168 3.545 -1.236 0.271
H 1.039 1.662 -2.276 0.232
H 1.038 0.069 -1.570 0.213
H -2.251 0.856 -0.242 0.247
H -2.214 -0.743 0.277 0.254
H -0.949 -1.456 -1.890 0.241
H -2.360 -0.804 -2.240 0.273
H -1.148 -2.468 -0.032 0.255
H -0.493 -2.692 1.606 0.256
H 0.593 -3.046 0.387 0.301
H 1.960 1.358 1.343 0.242
H 0.575 1.232 2.200 0.240
H 2.104 0.818 2.958 0.260
H -1.302 1.488 -2.620 0.473
H -0.469 0.023 -3.463 0.474
H -0.866 3.162 0.595 0.256
H 2.838 -1.352 2.752 0.419
H 1.482 -2.363 2.698 0.394
```


Model x:
Entry from the OMol25 dataset: a 2-piece molecular cluster, C8H18N4 overall (ωB97M-V/def2-TZVPD).

Results
E_LUMO in eV: -6.54
Gap between HOMO and LUMO in Eh: 0.312
Total charge: +2

Geometry as XYZ:
```
30
Properties=species:S:1:pos:R:3:nbo_charge:R:1
C 2.338 -2.304 -0.907 -0.187
C 4.602 1.558 -4.757 0.145
C 3.394 -0.145 -3.377 0.378
C 2.965 -1.460 -1.481 0.117
C -0.961 0.177 -1.314 -0.419
C -2.988 -0.434 3.171 -0.432
C -0.730 -0.488 1.018 -0.242
C -1.284 0.734 1.770 -0.239
N 4.065 0.684 -4.066 -0.334
N -0.059 -0.029 -0.187 -0.629
N 3.663 -0.504 -2.131 -0.560
N -1.772 0.410 3.137 -0.486
H 1.837 -3.102 -0.441 0.266
H 0.657 -0.700 -0.454 0.377
H 5.421 1.308 -5.427 0.238
H 4.278 2.597 -4.712 0.232
H 2.549 -0.626 -3.869 0.259
H -1.542 -0.716 -1.561 0.184
H -1.648 0.988 -1.092 0.197
H -0.372 0.462 -2.181 0.206
H -2.772 -1.427 2.787 0.238
H -3.348 -0.534 4.193 0.252
H -3.767 0.021 2.565 0.241
H 0.007 -0.989 1.653 0.204
H -1.541 -1.197 0.793 0.185
H -2.106 1.178 1.208 0.228
H -0.480 1.470 1.842 0.244
H 4.451 -0.098 -1.631 0.452
H -1.978 1.291 3.625 0.447
H -1.021 -0.059 3.661 0.438
```


Which of them is most stable? Easy: model x.